Entry 1:
This record from OMol25 describes 10 unconnected molecules or ions with the total composition C37H61NO27 at a distorted geometry. The level of theory is the ωB97M-V functional and the def2-TZVPD basis.

Properties
* LUMO energy: 0.032 eV
* max |F|: 9.03 eV/A
* structure (SMILES): C[C@H]1COC(=O)O1.C[C@H]1COC(=O)O1.C[C@H]1COC(=O)O1.C[C@H]1COC(=O)O1.C[C@H]1COC(=O)O1.C[C@H]1COC(=O)O1.COC(=O)OC.COC(=O)OC.COC(=O)OC.CCCC#N
* HOMO-LUMO gap: 10.3 eV
* energy relative to the best compared isomer or geometry (same formula, charge and spin): 117.7 kJ/mol
* HOMO: -10.24 eV

Atoms and positions in Å:
C: -2.785 23.340 11.200
C: -1.898 23.867 12.312
C: -2.366 25.154 12.931
O: -1.895 24.959 14.272
C: -1.675 23.677 14.537
O: -1.446 23.214 15.638
O: -1.797 23.044 13.412
H: -3.117 24.070 10.512
H: -3.731 23.020 11.691
H: -2.414 22.472 10.686
H: -0.801 23.964 12.076
H: -3.453 25.203 12.863
H: -1.979 25.977 12.345
C: -9.066 22.058 7.347
C: -8.278 20.671 7.408
C: -7.134 20.476 6.367
O: -6.016 20.910 7.121
C: -6.222 20.875 8.424
O: -5.347 20.987 9.222
O: -7.512 20.675 8.600
H: -8.298 22.838 7.390
H: -9.747 22.189 8.250
H: -9.651 22.222 6.445
H: -9.013 19.891 7.325
H: -7.281 21.068 5.522
H: -6.977 19.376 6.153
C: -13.223 20.828 13.810
C: -12.249 19.674 14.128
C: -11.033 20.202 14.824
O: -11.124 19.613 16.134
C: -12.202 18.748 16.150
O: -12.548 18.087 17.129
O: -12.856 18.787 15.038
H: -13.407 21.444 14.733
H: -14.190 20.534 13.406
H: -12.841 21.513 13.015
H: -12.032 19.169 13.187
H: -10.965 21.278 14.954
H: -10.119 19.971 14.371
C: -6.750 18.443 10.942
C: -7.609 17.558 11.750
C: -7.842 18.036 13.153
O: -9.201 17.567 13.361
C: -9.820 17.367 12.225
O: -11.008 17.122 12.062
O: -8.970 17.469 11.247
H: -6.884 18.215 9.849
H: -5.699 18.277 11.209
H: -7.047 19.440 11.126
H: -7.242 16.561 11.762
H: -7.653 19.084 13.222
H: -7.199 17.442 13.752
C: -6.386 24.834 7.689
C: -5.238 25.825 7.764
C: -5.608 27.332 7.866
O: -5.115 27.639 9.198
C: -4.511 26.587 9.729
O: -3.871 26.616 10.773
O: -4.528 25.541 8.941
H: -5.898 23.878 7.573
H: -7.236 24.996 6.986
H: -6.882 24.686 8.585
H: -4.558 25.689 6.904
H: -6.662 27.461 7.672
H: -5.095 27.894 7.091
C: -9.544 17.861 18.643
C: -8.194 18.199 17.907
C: -8.196 18.227 16.368
O: -7.620 19.432 15.996
C: -7.503 20.223 17.130
O: -7.128 21.430 17.130
O: -7.838 19.522 18.249
H: -9.416 17.579 19.724
H: -10.177 17.101 18.199
H: -10.241 18.690 18.730
H: -7.452 17.498 18.239
H: -9.130 18.234 15.889
H: -7.695 17.459 15.831
C: -4.590 21.300 15.116
O: -3.926 21.386 13.856
C: -3.970 20.368 13.061
O: -4.858 19.256 13.285
O: -3.168 20.415 11.976
C: -3.075 19.288 11.122
H: -5.635 21.263 14.837
H: -4.366 22.202 15.643
H: -4.214 20.492 15.721
H: -3.953 19.285 10.379
H: -2.910 18.389 11.721
H: -2.309 19.361 10.394
C: -11.022 24.193 10.280
O: -11.498 24.106 8.933
C: -10.730 24.762 7.984
O: -9.508 25.430 8.438
O: -11.093 24.709 6.749
C: -10.272 25.228 5.717
H: -10.054 23.796 10.469
H: -11.706 23.609 10.963
H: -10.925 25.194 10.583
H: -9.472 24.456 5.625
H: -9.816 26.248 6.006
H: -10.840 25.201 4.746
C: -10.119 20.400 10.799
O: -11.558 20.360 11.009
C: -12.373 20.915 10.108
O: -11.959 21.181 8.808
O: -13.576 21.102 10.595
C: -14.648 21.519 9.753
H: -9.647 19.507 10.458
H: -9.751 20.466 11.786
H: -9.786 21.167 10.057
H: -15.165 20.679 9.335
H: -14.367 22.068 8.849
H: -15.369 22.040 10.319
C: -6.499 23.716 11.568
C: -7.114 22.343 11.866
C: -7.837 22.404 13.283
C: -9.252 22.784 13.249
N: -10.367 23.079 13.273
H: -5.819 23.704 10.720
H: -5.882 24.183 12.343
H: -7.290 24.405 11.343
H: -6.191 21.698 11.911
H: -7.685 21.877 11.061
H: -7.357 23.035 14.088
H: -7.868 21.469 13.865

Results of the Löwdin charge analysis, in e, for atoms 1 through 2:
1. C 0.0138
2. C -0.3287


Entry 2:
This record from OMol25 describes a molecular structure, C37H62BN10O3RuSi at a distorted geometry. The level of theory is the ωB97M-V functional and the def2-TZVPD basis.

Properties
* LUMO energy (alpha / beta): 0.476 / 0.315 eV
* max |F|: 3.38 eV/A
* multiplicity: 2
* HOMO-LUMO gap (alpha / beta): 6.8 / 8.1 eV
* HOMO (alpha / beta): -6.35 / -7.76 eV

Atoms and positions in Å:
Ru: -0.873 -0.686 -0.536
C: 0.930 1.886 -2.631
C: 0.248 1.288 -3.846
C: 1.041 1.638 -5.106
C: -0.008 -0.197 -3.766
C: -0.053 -1.035 -4.891
C: -0.520 -2.238 -4.427
N: -0.722 -2.127 -3.111
N: -0.403 -0.888 -2.682
B: -1.424 -3.170 -2.251
N: -2.730 -2.620 -1.697
C: -3.935 -3.125 -1.976
C: -4.874 -2.333 -1.373
C: -4.154 -1.311 -0.733
N: -2.840 -1.513 -0.930
C: -4.904 -0.207 -0.011
C: -4.100 0.831 0.755
C: -5.814 0.511 -1.019
N: -0.523 -3.689 -1.134
C: -0.097 -4.955 -1.078
C: 0.606 -5.113 0.087
C: 0.569 -3.857 0.710
N: -0.127 -2.986 -0.048
C: 1.253 -3.680 2.047
C: 2.739 -3.348 1.879
C: 0.570 -2.744 3.035
H: 2.012 1.763 -2.704
H: 0.720 2.957 -2.553
H: 0.605 1.410 -1.711
H: -0.741 1.745 -3.944
H: 1.980 1.080 -5.136
H: 0.482 1.420 -6.016
H: 1.277 2.704 -5.108
H: 0.204 -0.786 -5.904
H: -0.734 -3.158 -4.943
H: -1.692 -4.107 -2.955
H: -4.039 -4.009 -2.581
H: -5.944 -2.451 -1.392
H: -5.547 -0.726 0.708
H: -3.612 1.520 0.072
H: -4.773 1.410 1.394
H: -3.336 0.372 1.367
H: -5.215 0.937 -1.825
H: -6.537 -0.170 -1.467
H: -6.361 1.316 -0.523
H: -0.334 -5.652 -1.864
H: 1.080 -6.005 0.463
H: 1.214 -4.680 2.489
H: 2.878 -2.327 1.535
H: 3.263 -3.462 2.831
H: 3.204 -4.014 1.151
H: 0.523 -1.734 2.642
H: -0.449 -3.074 3.244
H: 1.130 -2.731 3.973
C: -1.254 4.515 -0.222
N: -1.775 3.417 -1.016
C: -2.588 3.620 -2.102
C: -3.030 2.604 -2.851
C: -2.648 1.224 -2.528
O: -3.037 0.273 -3.190
N: -1.830 1.080 -1.425
C: -1.399 2.126 -0.683
O: -0.667 1.940 0.294
H: -1.789 5.425 -0.486
H: -0.187 4.654 -0.402
H: -1.391 4.304 0.836
H: -2.848 4.651 -2.304
H: -3.669 2.770 -3.704
C: 1.705 -0.200 1.104
Si: 2.825 0.826 -0.013
C: 3.491 2.286 1.040
C: 3.971 3.429 0.137
C: 4.639 1.862 1.964
C: 2.321 2.794 1.899
C: 4.071 -0.342 -0.889
C: 5.089 -0.956 0.082
C: 3.249 -1.468 -1.537
C: 4.844 0.398 -1.989
H: 2.250 -0.545 1.989
H: 1.300 -1.093 0.595
H: 0.877 0.420 1.448
H: 4.794 3.118 -0.509
H: 4.325 4.268 0.747
H: 3.164 3.792 -0.504
H: 5.546 1.632 1.402
H: 4.380 0.982 2.560
H: 4.879 2.676 2.660
H: 1.382 2.839 1.340
H: 2.549 3.799 2.274
H: 2.160 2.145 2.765
H: 4.616 -1.392 0.964
H: 5.817 -0.220 0.421
H: 5.641 -1.757 -0.426
H: 2.825 -2.147 -0.793
H: 3.896 -2.060 -2.195
H: 2.422 -1.083 -2.140
H: 5.366 1.276 -1.604
H: 4.185 0.724 -2.794
H: 5.596 -0.269 -2.427
N: -1.417 -0.829 1.564
C: -1.510 -0.290 2.581
N: -1.611 0.253 3.770
C: -0.410 0.636 4.517
C: -0.678 0.379 5.987
O: -1.845 1.059 6.417
C: -2.994 0.633 5.703
C: -2.845 0.903 4.218
H: -0.205 1.699 4.356
H: 0.438 0.051 4.165
H: 0.146 0.753 6.592
H: -0.788 -0.700 6.156
H: -3.838 1.189 6.105
H: -3.159 -0.439 5.866
H: -2.775 1.980 4.041
H: -3.690 0.505 3.660

Results of the Löwdin charge analysis, in e, for atoms 1 through 2:
1. Ru 1.1169
2. C -0.0870